1.
Entry from the Open Molecules 2025 dataset: C25H22Cl2N4O11V as an isolated structure at a distorted geometry (the ωB97M-V functional and the def2-TZVPD basis).

Computed properties:
Electronic energy ... -3877.29000 Ha
Charge ... -1
Kohn-Sham gap (spin up / spin down) ... 8.593 / 8.597 eV
Energy relative to the best compared isomer or geometry (same formula, charge and spin) ... 0.0 kJ/mol
HOMO level (spin up / spin down) ... -6.2 / -6.2 eV
2S+1 ... 3

CARTESIAN COORDINATES (ANGSTROEM)
V  0.744  1.834  -0.435
O  2.929  1.328  -0.868
C  4.062  1.817  -0.181
C  3.741  3.143  0.491
N  2.422  3.089  1.099
C  1.771  4.388  1.067
C  1.367  4.691  -0.395
O  1.354  5.842  -0.791
O  1.079  3.634  -1.074
C  2.309  2.397  2.368
C  0.892  1.803  2.494
O  0.475  1.422  3.569
O  0.230  1.813  1.381
H  2.746  0.443  -0.414
H  4.878  1.963  -0.895
H  4.386  1.081  0.560
H  3.716  3.917  -0.277
H  4.518  3.406  1.222
H  2.409  5.199  1.434
H  0.861  4.358  1.671
H  2.492  3.046  3.231
H  3.004  1.556  2.403
O  -3.406  2.422  -4.258
C  -3.811  2.966  -3.126
O  -4.901  3.472  -3.001
C  -2.855  2.913  -1.990
C  -3.062  3.425  -0.726
N  -1.984  3.115  0.013
N  -1.109  2.416  -0.696
C  -1.591  2.294  -1.916
C  -0.673  1.567  -2.854
O  -1.034  1.354  -4.014
O  0.421  1.225  -2.304
H  -2.490  2.006  -4.210
H  -3.902  3.973  -0.336
H  -1.824  3.246  0.999
Cl  -0.817  -5.566  1.372
C  -2.039  -4.355  1.644
C  -2.825  -4.527  2.772
C  -3.829  -3.633  3.084
C  -4.038  -2.549  2.250
C  -3.250  -2.379  1.133
Cl  -3.540  -1.010  0.123
C  -2.218  -3.267  0.760
N  -1.563  -3.066  -0.437
C  -0.332  -3.664  -0.846
C  -0.385  -4.472  -1.974
C  0.758  -5.077  -2.471
C  1.966  -4.868  -1.830
C  2.024  -4.054  -0.710
C  0.890  -3.433  -0.199
C  1.042  -2.511  0.986
C  1.324  -1.064  0.514
O  2.511  -0.715  0.708
O  0.445  -0.345  -0.044
H  -2.637  -5.388  3.399
H  -4.444  -3.781  3.960
H  -4.814  -1.826  2.460
H  -1.709  -2.151  -0.837
H  -1.343  -4.627  -2.454
H  0.701  -5.708  -3.349
H  2.870  -5.323  -2.215
H  2.980  -3.876  -0.232
H  1.931  -2.785  1.547
H  0.176  -2.542  1.647

***

2.
Entry from the Open Molecules 2025 dataset: C33H55NP2Re as an isolated structure at a distorted geometry (the ωB97M-V functional and the def2-TZVPD basis).

Computed properties:
Electronic energy ... -2105.46224 Ha
Charge ... +2
Kohn-Sham gap (spin up / spin down) ... 5.499 / 4.932 eV
HOMO level (spin up / spin down) ... -12.6 / -12.6 eV
2S+1 ... 4

CARTESIAN COORDINATES (ANGSTROEM)
Re  0.726  -1.197  0.423
C  -0.207  -2.794  1.412
C  1.178  -3.106  1.182
C  1.081  -1.206  2.513
C  -0.266  -1.610  2.226
C  1.974  -2.111  1.856
C  -1.395  -3.640  1.086
H  -1.225  -4.260  0.204
H  -2.281  -3.025  0.915
H  -1.621  -4.305  1.930
C  -1.465  -1.015  2.868
H  -2.376  -1.203  2.296
H  -1.334  0.063  2.978
H  -1.623  -1.405  3.883
C  1.416  -0.087  3.430
H  1.281  -0.383  4.481
H  0.717  0.748  3.241
H  2.448  0.252  3.317
C  3.469  -2.069  1.958
H  3.829  -2.637  2.831
H  3.814  -1.036  2.095
H  3.945  -2.493  1.063
C  1.718  -4.312  0.487
H  2.050  -5.059  1.228
H  2.583  -4.060  -0.137
H  0.946  -4.772  -0.144
C  -1.335  0.158  -4.971
C  -1.365  -1.165  -5.218
C  -0.535  -1.856  -6.257
C  0.889  -1.278  -6.462
C  1.606  -0.756  -5.247
C  1.637  0.549  -4.909
C  0.751  1.609  -5.522
C  -0.674  1.153  -5.892
H  -1.031  -1.839  -7.245
H  0.843  -0.497  -7.231
H  -0.463  -2.917  -5.968
H  -0.672  0.741  -6.910
H  -1.957  0.602  -4.175
H  -2.150  -1.798  -4.769
H  -1.308  2.057  -5.905
H  0.698  2.442  -4.801
H  2.395  0.939  -4.209
H  1.195  2.028  -6.443
H  1.490  -2.108  -6.869
H  2.235  -1.494  -4.728
P  -0.711  -0.573  -1.428
P  2.064  0.743  -0.428
C  0.035  0.810  -2.367
C  1.051  1.679  -1.638
H  -0.769  1.435  -2.777
H  0.486  0.304  -3.228
H  1.736  2.160  -2.345
H  0.534  2.484  -1.103
C  2.581  1.883  0.878
H  3.298  1.385  1.544
H  1.719  2.215  1.472
H  3.069  2.758  0.430
C  3.579  0.113  -1.204
H  4.019  0.913  -1.815
H  3.356  -0.759  -1.834
H  4.294  -0.195  -0.423
C  -2.420  -0.179  -1.057
H  -2.853  -1.037  -0.523
H  -2.982  -0.005  -1.985
H  -2.488  0.706  -0.411
C  -0.584  -2.171  -2.274
H  0.396  -2.644  -2.117
H  -0.719  -2.027  -3.346
H  -1.361  -2.849  -1.898
C  -3.241  1.615  5.367
N  -1.846  1.275  5.568
C  -1.577  0.628  6.840
C  -0.915  2.339  5.227
C  -1.103  2.866  3.825
C  -1.707  4.119  3.566
C  -1.962  4.504  2.257
C  -1.618  3.677  1.188
C  -0.992  2.425  1.451
C  -0.694  2.120  2.746
H  -3.846  0.742  5.649
H  -3.425  1.862  4.316
H  -3.556  2.490  5.978
H  -0.556  0.234  6.835
H  -1.686  1.317  7.699
H  -2.284  -0.207  6.971
H  -0.998  3.182  5.946
H  0.088  1.891  5.296
H  -1.985  4.766  4.408
H  -2.445  5.466  2.065
H  -1.845  3.954  0.161
H  -0.772  1.744  0.628

***

3.
Entry from the Open Molecules 2025 dataset: the molecule C6H11N at a distorted geometry (the ωB97M-V functional and the def2-TZVPD basis).

Computed properties:
Electronic energy ... -289.91591 Ha
Kohn-Sham gap ... 9.165 eV
SMILES string ... C=C/C(N)=C/CC
Energy relative to the best compared isomer or geometry (same formula, charge and spin) ... 146.4 kJ/mol
HOMO level ... -8.1 eV

CARTESIAN COORDINATES (ANGSTROEM)
C  0.756  -0.642  3.130
C  0.288  0.089  2.124
C  0.080  -0.421  0.747
N  0.289  -1.815  0.559
C  0.143  0.439  -0.272
C  -0.146  0.220  -1.718
C  -0.761  1.401  -2.458
H  1.000  -0.138  4.055
H  1.308  -1.549  2.957
H  -0.269  1.007  2.253
H  0.189  -1.991  -0.435
H  -0.382  -2.404  1.035
H  0.363  1.464  0.024
H  0.747  -0.090  -2.252
H  -0.775  -0.642  -1.773
H  -1.447  1.118  -3.259
H  -1.404  1.967  -1.783
H  0.021  1.987  -2.935